{
  "formula": "C80H180O4P5S",
  "method": "ωB97M-V with the def2-TZVPD basis set",
  "energy_ev": -151329.3843,
  "charge": 3,
  "homo_energy_ha": -0.5033,
  "species": ["S", "O", "O", "O", "O", "C", "C", "C", "C", "P", "C", "C", "C", "C", "C", "C", "C", "C", "C", "C", "C", "C", "H", "H", "H", "H", "H", "H", "H", "H", "H", "H", "H", "H", "H", "H", "H", "H", "H", "H", "H", "H", "H", "H", "H", "H", "H", "H", "H", "H", "H", "H", "H", "H", "H", "H", "H", "H", "C", "C", "C", "C", "P", "C", "C", "C", "C", "C", "C", "C", "C", "C", "C", "C", "C", "H", "H", "H", "H", "H", "H", "H", "H", "H", "H", "H", "H", "H", "H", "H", "H", "H", "H", "H", "H", "H", "H", "H", "H", "H", "H", "H", "H", "H", "H", "H", "H", "H", "H", "H", "H", "C", "C", "C", "C", "P", "C", "C", "C", "C", "C", "C", "C", "C", "C", "C", "C", "C", "H", "H", "H", "H", "H", "H", "H", "H", "H", "H", "H", "H", "H", "H", "H", "H", "H", "H", "H", "H", "H", "H", "H", "H", "H", "H", "H", "H", "H", "H", "H", "H", "H", "H", "H", "H", "C", "C", "C", "C", "P", "C", "C", "C", "C", "C", "C", "C", "C", "C", "C", "C", "C", "H", "H", "H", "H", "H", "H", "H", "H", "H", "H", "H", "H", "H", "H", "H", "H", "H", "H", "H", "H", "H", "H", "H", "H", "H", "H", "H", "H", "H", "H", "H", "H", "H", "H", "H", "H", "C", "C", "C", "C", "P", "C", "C", "C", "C", "C", "C", "C", "C", "C", "C", "C", "C", "H", "H", "H", "H", "H", "H", "H", "H", "H", "H", "H", "H", "H", "H", "H", "H", "H", "H", "H", "H", "H", "H", "H", "H", "H", "H", "H", "H", "H", "H", "H", "H", "H", "H", "H", "H"],
  "positions_angstrom": [[-0.5347, 0.6019, 1.4253], [-1.9429, 0.8248, 1.3155], [-0.1064, 1.0853, 2.7366], [-0.2356, -0.8264, 1.3276], [0.1449, 1.2813, 0.3366], [5.8672, -6.5972, -8.6862], [4.7742, -6.7424, -7.6726], [3.9615, -5.4236, -7.7612], [2.8827, -5.3833, -6.6074], [2.1935, -3.6793, -6.4340], [3.5857, -2.5191, -6.0823], [3.3096, -1.3018, -5.1457], [4.4179, -0.2790, -5.1397], [4.2613, 0.9280, -6.0952], [1.4050, -3.1286, -8.0756], [1.3216, -1.5886, -8.1037], [0.8892, -0.9861, -9.4696], [-0.5925, -1.3556, -9.9717], [0.9358, -3.3458, -5.1197], [-0.0541, -4.5086, -5.0232], [-1.0698, -4.3690, -3.8418], [-0.5164, -4.7892, -2.5138], [5.4628, -6.2671, -9.6431], [6.3780, -7.5518, -8.8130], [6.5570, -5.8528, -8.2887], [5.2713, -6.8040, -6.7045], [4.1149, -7.6101, -7.6497], [3.5542, -5.1331, -8.7296], [4.6894, -4.6667, -7.4690], [3.2707, -5.6239, -5.6176], [2.0434, -6.0707, -6.7134], [4.1810, -2.2620, -6.9584], [4.1620, -3.2146, -5.4722], [3.1564, -1.7255, -4.1532], [2.3471, -0.8686, -5.4179], [5.3936, -0.7485, -5.2649], [4.4256, 0.2413, -4.1819], [3.7035, 0.6066, -6.9747], [5.2462, 1.1859, -6.4845], [3.7437, 1.7712, -5.6377], [0.4642, -3.6790, -8.0752], [2.0253, -3.6309, -8.8180], [2.2495, -1.1206, -7.7749], [0.5077, -1.2512, -7.4621], [1.7236, -1.1771, -10.1444], [0.7144, 0.0761, -9.2983], [-0.8794, -0.7321, -10.8184], [-1.3937, -1.2504, -9.2402], [-0.5031, -2.3540, -10.4000], [0.4902, -2.3756, -5.3392], [1.5114, -3.2557, -4.1985], [0.4041, -5.4947, -4.9476], [-0.6209, -4.4884, -5.9540], [-2.0040, -4.9158, -3.9695], [-1.4490, -3.3500, -3.7639], [0.5306, -4.5183, -2.3782], [-0.6553, -5.8677, -2.4382], [-0.9925, -4.4506, -1.5936], [3.2919, -2.1793, 5.8823], [3.1658, -0.8442, 5.0386], [3.5475, -1.0626, 3.5376], [2.4745, -1.7774, 2.7392], [2.7756, -2.3384, 1.0714], [1.4425, -3.3407, 0.3333], [1.3683, -4.7902, 0.8676], [0.8507, -4.9571, 2.4211], [-0.3765, -4.1309, 2.7476], [4.3914, -3.3116, 1.1718], [4.6829, -4.3493, 2.2336], [5.8721, -5.2368, 1.7767], [6.3771, -6.2014, 2.8490], [3.0299, -0.8583, -0.0032], [4.0657, 0.1960, 0.4222], [4.9335, 0.7786, -0.7194], [5.7962, -0.1893, -1.5222], [2.4665, -2.8635, 5.6853], [3.1853, -2.0309, 6.9569], [4.1888, -2.7629, 5.6751], [3.7249, -0.0180, 5.4777], [2.1155, -0.5679, 5.1321], [4.5284, -1.5345, 3.4816], [3.7707, -0.1471, 2.9898], [1.5437, -1.2164, 2.8227], [2.3411, -2.7407, 3.2313], [1.5180, -3.2727, -0.7520], [0.4286, -2.9467, 0.4030], [2.2595, -5.3729, 0.6347], [0.6115, -5.3244, 0.2932], [1.5938, -4.8554, 3.2121], [0.5817, -6.0045, 2.5581], [-1.2442, -4.4851, 2.1911], [-0.2154, -3.0541, 2.6972], [-0.5503, -4.3399, 3.8032], [5.1681, -2.5597, 1.0317], [4.3878, -3.9152, 0.2642], [3.7903, -4.9347, 2.4543], [4.8879, -3.7755, 3.1373], [6.7207, -4.6378, 1.4464], [5.3980, -5.8519, 1.0118], [6.9131, -5.6543, 3.6245], [7.1081, -6.9041, 2.4492], [5.5271, -6.7763, 3.2169], [2.0330, -0.4712, 0.2078], [3.2015, -1.1001, -1.0521], [4.7740, -0.2640, 1.1113], [3.5985, 1.0466, 0.9184], [5.4695, 1.6715, -0.3977], [4.1929, 1.2596, -1.3583], [6.3084, 0.4077, -2.2766], [5.1569, -0.8674, -2.0875], [6.6201, -0.6835, -1.0072], [3.6666, 3.3039, 4.4231], [2.1531, 3.1475, 4.2658], [1.6547, 3.9734, 3.1350], [2.0453, 3.4659, 1.7723], [1.1572, 4.2334, 0.4085], [-0.6208, 4.2567, 0.6803], [-1.3312, 4.4617, -0.6655], [-2.9091, 4.3505, -0.5612], [-3.7791, 4.5075, -1.8616], [1.6031, 6.0319, 0.3639], [1.2289, 6.9735, -0.8111], [2.4193, 7.7779, -1.4663], [3.0683, 8.8028, -0.4887], [1.7160, 3.5400, -1.1685], [3.2576, 3.8750, -1.5210], [3.6067, 3.4776, -2.9577], [4.8436, 4.1796, -3.5344], [3.8996, 4.3041, 4.7883], [4.1311, 3.2216, 3.4405], [4.1492, 2.6369, 5.1375], [1.7044, 3.5133, 5.1893], [1.7904, 2.1425, 4.0501], [1.8436, 5.0327, 3.3091], [0.5719, 3.8509, 3.1095], [1.8202, 2.4006, 1.7220], [3.1070, 3.4907, 1.5265], [-0.8551, 5.1217, 1.3007], [-0.8449, 3.3472, 1.2378], [-1.0948, 3.7427, -1.4499], [-1.1122, 5.4661, -1.0280], [-3.3008, 4.8105, 0.3460], [-3.0755, 3.3021, -0.3136], [-4.8242, 4.2316, -1.7208], [-3.4339, 3.7636, -2.5795], [-3.5205, 5.5051, -2.2166], [2.6805, 6.1963, 0.3435], [1.2948, 6.5093, 1.2940], [0.4478, 7.5758, -0.3470], [0.8328, 6.4692, -1.6924], [2.2129, 8.2578, -2.4230], [3.1266, 7.0527, -1.8686], [3.9486, 9.2756, -0.9240], [3.5158, 8.2260, 0.3208], [2.3201, 9.4386, -0.0153], [1.1091, 3.9046, -1.9972], [1.5736, 2.4698, -1.0183], [3.9323, 3.4747, -0.7643], [3.2542, 4.9628, -1.4521], [2.7657, 3.7216, -3.6068], [3.8073, 2.4063, -2.9487], [5.5893, 4.2548, -2.7430], [4.7553, 5.1513, -4.0204], [5.2899, 3.5963, -4.3398], [-4.5315, -5.2830, 0.8654], [-3.5923, -4.0441, 0.7142], [-4.2599, -2.8242, 0.2299], [-3.4110, -1.5704, 0.2823], [-3.9408, -0.1519, -0.6829], [-4.6751, 1.1346, 0.3117], [-5.8875, 0.5998, 1.0342], [-6.5753, 1.5903, 2.0713], [-7.1451, 2.8469, 1.5183], [-2.6953, 0.5503, -1.8978], [-2.0405, -0.4979, -2.8324], [-0.5559, -0.6812, -2.5911], [0.3047, 0.4384, -3.2145], [-5.4030, -0.7527, -1.8370], [-6.1624, 0.4680, -2.4539], [-6.8585, 0.1251, -3.8274], [-5.9281, -0.1585, -5.0448], [-5.3056, -5.3139, 0.0986], [-5.0106, -5.1731, 1.8383], [-3.9337, -6.1914, 0.7908], [-2.6930, -4.3581, 0.1844], [-3.2657, -3.8061, 1.7266], [-5.2275, -2.6231, 0.6898], [-4.6031, -2.9926, -0.7909], [-2.3526, -1.7600, 0.1036], [-3.3041, -1.3295, 1.3399], [-4.8350, 1.9390, -0.4062], [-3.9233, 1.4418, 1.0387], [-5.4929, -0.1781, 1.6878], [-6.6361, 0.0377, 0.4758], [-5.8220, 1.8672, 2.8089], [-7.3115, 1.1002, 2.7085], [-8.1616, 2.6304, 1.1895], [-6.5823, 3.2424, 0.6728], [-7.1855, 3.7256, 2.1620], [-1.9387, 1.0831, -1.3218], [-3.2922, 1.3457, -2.3440], [-2.3495, -0.1685, -3.8244], [-2.5398, -1.4598, -2.7165], [-0.2635, -1.6983, -2.8519], [-0.3445, -0.6491, -1.5223], [0.2385, 0.6668, -4.2783], [1.3685, 0.2450, -3.0764], [0.0546, 1.3368, -2.6501], [-6.0983, -1.2853, -1.1881], [-5.0824, -1.3873, -2.6632], [-5.5828, 1.3763, -2.6189], [-6.9711, 0.7438, -1.7771], [-7.4012, 1.0404, -4.0638], [-7.6446, -0.5982, -3.6103], [-5.0101, 0.4287, -5.0202], [-6.3032, 0.0304, -6.0506], [-5.6611, -1.2147, -5.0806], [-3.6947, -4.0116, 4.9599], [-3.5485, -2.6761, 4.1495], [-3.1135, -1.5334, 5.0014], [-2.7114, -0.2326, 4.2532], [-2.3366, 1.2562, 5.1908], [-3.7016, 1.5306, 6.4049], [-5.1837, 1.6817, 5.8042], [-5.7188, 3.1172, 5.9996], [-7.0782, 3.1408, 5.3961], [-2.3849, 2.7879, 4.1005], [-2.0185, 4.0338, 4.9630], [-2.4530, 5.4103, 4.4299], [-2.4421, 6.6489, 5.3846], [-0.7357, 1.0116, 6.0327], [-0.5416, 1.9502, 7.2491], [0.7749, 1.7421, 7.9709], [1.3457, 0.3306, 8.0140], [-3.3266, -4.8334, 4.3458], [-4.7558, -4.2512, 5.0285], [-3.2575, -3.9941, 5.9582], [-4.4855, -2.5153, 3.6163], [-2.8083, -2.8837, 3.3768], [-2.2912, -1.7925, 5.6684], [-3.9204, -1.3926, 5.7206], [-3.4296, 0.1441, 3.5250], [-1.8912, -0.5254, 3.5978], [-3.4357, 2.3492, 7.0737], [-3.7589, 0.6074, 6.9816], [-5.8389, 0.8868, 6.1604], [-5.1581, 1.5226, 4.7261], [-4.9890, 3.7875, 5.5453], [-5.7692, 3.2695, 7.0777], [-7.1452, 2.9363, 4.3275], [-7.3898, 4.1717, 5.5640], [-7.8259, 2.5698, 5.9466], [-3.3789, 2.7798, 3.6532], [-1.5977, 2.6419, 3.3608], [-0.9413, 4.1564, 5.0759], [-2.5530, 3.8458, 5.8942], [-3.5024, 5.3729, 4.1374], [-1.8344, 5.7187, 3.5871], [-2.8851, 7.5705, 5.0070], [-1.4028, 6.7138, 5.7067], [-3.0621, 6.3783, 6.2392], [0.0427, 0.9836, 5.2702], [-0.6436, -0.0332, 6.3294], [-1.3543, 1.8358, 7.9664], [-0.5597, 2.9834, 6.9023], [0.8482, 2.2098, 8.9527], [1.4040, 2.4866, 7.4829], [0.7335, -0.4085, 8.5307], [2.2335, 0.3376, 8.6464], [1.5906, -0.2147, 7.1026]]
}

{
  "formula": "C17H32N3OPSiTc",
  "method": "ωB97M-V with the def2-TZVPD basis set",
  "energy_ev": -44029.2876,
  "charge": 0,
  "spin_multiplicity": 4,
  "homo_energy_ha": [-0.2016, -0.2537],
  "species": ["Tc", "Si", "P", "N", "H", "C", "H", "H", "H", "C", "H", "H", "H", "C", "H", "H", "H", "C", "H", "H", "H", "H", "H", "C", "C", "C", "C", "C", "C", "H", "H", "H", "H", "H", "C", "O", "C", "H", "H", "H", "C", "H", "H", "H", "C", "N", "C", "C", "N", "C", "H", "H", "H", "H", "H", "H"],
  "positions_angstrom": [[-0.3972, 0.0131, 0.0241], [2.0144, 0.1578, -0.5359], [-0.9604, 0.4820, -2.3586], [-0.4070, -1.7463, -0.2915], [-0.6200, 3.0603, 2.1068], [-2.7346, 0.7930, -2.8218], [-2.8633, 0.9336, -3.9104], [-3.0912, 1.6932, -2.2932], [-3.3429, -0.0656, -2.4901], [-0.1199, 1.9400, -3.1272], [-0.4547, 2.1083, -4.1662], [0.9688, 1.7652, -3.1137], [-0.3350, 2.8351, -2.5200], [-0.5039, -0.9059, -3.4828], [-0.6492, -0.6368, -4.5436], [-1.1229, -1.7826, -3.2309], [0.5516, -1.1654, -3.3000], [2.6960, 1.9463, -0.3632], [2.4539, 2.3673, 0.6291], [2.2488, 2.6159, -1.1193], [3.7948, 1.9707, -0.4866], [2.9458, -0.6913, 0.3067], [2.4003, -0.2653, -1.9397], [-0.3959, -3.1000, -0.4797], [-1.5040, -5.2779, -0.4044], [-1.5410, -3.8940, -0.2066], [0.7803, -3.7394, -0.9558], [0.8019, -5.1229, -1.1477], [-0.3363, -5.9012, -0.8746], [-2.3953, -5.8781, -0.1894], [-2.4452, -3.3978, 0.1599], [1.6587, -3.1203, -1.1627], [1.7165, -5.6022, -1.5146], [-0.3132, -6.9851, -1.0272], [-1.1606, 3.0370, 1.1332], [-0.8918, 1.8115, 0.5080], [-2.6637, 3.1570, 1.4177], [-3.0041, 4.1909, 1.2285], [-2.8909, 2.9017, 2.4679], [-3.2314, 2.4781, 0.7588], [-0.6367, 4.1839, 0.2611], [-1.4169, 4.5367, -0.4364], [0.2356, 3.8465, -0.3258], [-0.3153, 5.0292, 0.8911], [2.1443, 0.8509, 4.8318], [1.5562, 0.1530, 3.6954], [1.3660, -1.1729, 3.5889], [0.7475, -1.4189, 2.3829], [0.5668, -0.2424, 1.7402], [1.0703, 0.7010, 2.5657], [1.5386, 0.6505, 5.7415], [3.1815, 0.4932, 4.9977], [2.1601, 1.9466, 4.6509], [1.6352, -1.9050, 4.3397], [0.4370, -2.3883, 2.0257], [1.0719, 1.7567, 2.3667]]
}